Here is one molecule with the formula C8H11N4OP in a non-equilibrium geometry from OMol25. Energies are from the ωB97M-V functional and the def2-TZVPD basis.

Geometry as XYZ:
```
25
Properties=species:S:1:pos:R:3:forces:R:3:lowdin_charge:R:1
C 0.145371 3.215684 -2.081115 0.47 -2.65 2.77 -0.0698
C -0.891869 2.612836 -1.333263 -1.32 1.46 0.00 -0.0783
C 1.417120 2.797968 -1.808255 -0.70 -1.06 1.54 0.0073
C -0.768261 1.639318 -0.386601 -1.67 -1.04 0.84 -0.0541
C 1.563684 1.784683 -0.810792 -0.91 0.43 -1.59 -0.2203
C 0.488631 1.143936 -0.161228 2.03 -0.11 -0.85 -0.2683
C -0.148092 -3.102076 0.279961 -1.19 0.44 -0.78 -0.1483
C -2.165338 -1.907238 0.983579 -0.64 -0.88 -4.18 -0.2051
N 2.701244 1.151261 -0.456646 1.48 0.93 -0.43 0.0390
N 2.490770 0.230788 0.325567 -1.24 -2.38 1.39 0.0322
N 1.045919 0.076761 0.510663 1.18 1.26 -0.52 -0.1881
N -0.772360 -2.119156 1.137647 1.65 2.99 0.97 -0.4268
O 1.255171 -1.637174 2.530104 -0.49 0.04 -0.37 -0.2647
P 0.164291 -0.683218 1.793623 -2.53 -2.61 0.22 0.9518
H 0.006825 4.116976 -2.523653 -0.71 2.20 -1.92 0.0723
H -1.860145 3.106425 -1.374028 -0.06 -0.26 -0.31 0.1078
H 2.228112 3.310968 -2.232319 1.24 0.27 -0.41 0.0973
H -1.609625 1.226765 0.220172 0.49 0.63 -0.84 0.1118
H -0.529678 -4.059105 0.676124 0.28 -0.04 -1.00 0.0912
H -0.154249 -2.950937 -0.890966 -0.58 -0.28 2.17 0.1214
H 0.829348 -2.970449 0.593388 2.44 -0.65 0.11 0.0205
H -2.655302 -1.437701 1.793419 -0.39 0.36 0.98 0.0422
H -2.341308 -1.265997 -0.000319 -0.24 -1.10 1.70 0.0985
H -2.583349 -2.951044 0.741673 0.03 1.60 0.58 0.1005
H 2.143089 -1.330275 2.473264 1.39 0.45 -0.05 0.0301
```
Forces are in eV/Å.

Output
* F_max: 4.32 eV/Å
* lowest unoccupied orbital energy: 0.33 eV
* 2S+1: 1
* energy: -25769.3635 eV
* gap between HOMO and LUMO: 8.975 eV
* SMILES: CN(C)P(O)n1nnc2ccccc21

***

Here is one molecule with the formula C22H23N3O3S from OMol25. Energies are from the ωB97M-V functional and the def2-TZVPD basis.

Geometry as XYZ:
```
52
Properties=species:S:1:pos:R:3:forces:R:3:lowdin_charge:R:1
O -4.007084 -1.471710 -1.452051 -0.44 -0.09 -0.24 0.0523
C -2.940434 -1.068476 -1.039782 0.45 0.19 -0.09 -0.5674
N -2.445154 -1.302956 0.182389 0.05 -0.16 0.44 0.0677
H -1.580925 -0.823680 0.436016 -0.17 0.01 -0.18 0.0852
C -3.184973 -1.962863 1.238289 -0.07 -0.12 -0.18 -0.1192
C -3.218045 -1.065806 2.446192 0.03 -0.10 0.07 -0.2220
C -2.445978 -1.343314 3.565604 -0.10 -0.05 -0.09 -0.0481
C -2.432531 -0.473080 4.642291 0.02 0.06 0.13 -0.0939
C -3.185345 0.687704 4.605330 0.08 0.01 0.12 -0.1005
C -3.955190 0.974496 3.489502 -0.06 0.07 -0.09 -0.0854
C -3.970245 0.102981 2.415723 0.00 -0.02 0.03 -0.0398
H -4.566898 0.324460 1.542427 -0.07 0.03 -0.11 0.1194
H -4.543925 1.879525 3.456942 -0.06 0.07 0.00 0.1028
H -3.174027 1.368302 5.443899 0.00 0.05 0.08 0.1007
H -1.829548 -0.700537 5.509002 0.06 -0.01 0.08 0.1037
H -1.852829 -2.246130 3.596082 0.06 -0.10 -0.02 0.1116
H -4.190202 -2.157906 0.853744 0.13 -0.05 0.09 0.1271
H -2.705774 -2.917633 1.482773 -0.15 0.06 0.02 0.1234
C -2.021713 -0.197136 -1.898206 0.20 -0.12 0.01 -0.3288
H -2.477986 -0.063915 -2.878756 0.02 -0.03 0.10 0.0842
H -1.855693 0.767362 -1.418985 -0.07 0.03 -0.05 0.0887
S -0.378078 -0.900805 -2.233634 -0.18 -0.19 -0.36 1.0559
C 0.567499 -0.326338 -0.869629 -0.77 0.21 0.33 -0.5362
N -0.076805 0.157513 0.137661 -0.04 0.04 -0.40 0.0693
C 0.619478 0.582172 1.235910 0.70 0.07 0.24 -0.1962
C -0.079575 1.098107 2.332134 0.12 0.02 0.04 -0.0028
C 0.613614 1.499804 3.450356 -0.11 -0.01 -0.08 -0.0643
C 2.004241 1.404141 3.502136 0.19 -0.01 0.00 -0.0728
C 2.703795 0.902625 2.428014 0.03 -0.03 -0.05 -0.0065
C 2.019044 0.482774 1.285931 -0.39 0.16 0.24 -0.0648
C 2.737547 -0.051130 0.137533 -0.01 -0.09 0.09 -0.3522
O 3.942712 -0.164121 0.051800 0.11 0.04 -0.01 0.0896
N 1.917399 -0.464287 -0.925950 0.13 0.02 0.21 0.0204
C 2.593816 -0.918481 -2.123143 0.31 0.30 -0.47 -0.1094
H 1.932173 -1.589821 -2.672363 0.15 -0.03 0.01 0.0921
H 3.497943 -1.447161 -1.811667 -0.17 -0.02 -0.10 0.1398
C 2.993371 0.287778 -2.993178 0.34 -0.31 0.27 -0.3003
H 3.661680 0.923920 -2.401019 -0.07 -0.13 -0.07 0.1537
O 1.858984 1.073490 -3.318587 0.04 0.16 0.12 -0.1215
C 1.529441 0.853654 -4.675723 -0.01 -0.04 -0.32 -0.2099
C 2.869035 0.633719 -5.374943 -0.17 0.07 0.17 -0.1454
H 2.766212 0.099126 -6.315671 0.02 0.00 -0.08 0.1116
H 3.352006 1.593413 -5.559081 -0.01 0.01 -0.04 0.1145
C 3.640190 -0.159519 -4.318098 -0.10 0.13 0.10 -0.1145
H 4.706921 0.048241 -4.334594 0.04 -0.07 0.00 0.1163
H 3.491945 -1.230245 -4.461152 0.05 -0.08 -0.03 0.1151
H 0.985426 1.730771 -5.026892 -0.02 -0.08 -0.02 0.1257
H 0.886857 -0.033402 -4.772713 0.00 0.08 -0.03 0.1007
H 3.779804 0.817836 2.439387 0.09 0.00 0.02 0.1193
H 2.530660 1.725213 4.388003 0.06 0.02 0.07 0.1028
H 0.072019 1.892866 4.297835 -0.06 0.03 0.08 0.1048
H -1.154858 1.168458 2.282909 -0.17 -0.01 -0.01 0.1036
```
Forces are in eV/Å.

Output
* F_max: 0.87 eV/Å
* lowest unoccupied orbital energy: 0.45 eV
* 2S+1: 1
* energy: -44637.0638 eV
* gap between HOMO and LUMO: 8.987 eV
* SMILES: O=C(CSc1nc2ccccc2c(=O)n1C[C@H]1CCCO1)NCc1ccccc1

***

- Among the records above, which one has the lowest lowest unoccupied orbital energy?
  C8H11N4OP

***

- Among the records above, which one has the highest energy?
  C8H11N4OP

***

- Which of these has the lowest lowest unoccupied orbital energy?
  C8H11N4OP